(1)
This record from the OMol25 dataset describes a 2-piece molecular cluster, C5H10O2 overall. The level of theory is the ωB97M-V functional and the def2-TZVPD basis.

Positions of all 17 atoms, in Å:
C  0.1177  -1.7462  1.4002
C  0.0548  -1.5116  -0.0807
C  -0.6227  -0.5211  -0.6611
O  -1.3540  0.3793  0.0527
C  -1.6797  1.5609  -0.6542
H  0.0245  -2.8119  1.6344
H  1.0762  -1.4111  1.8205
H  -0.6802  -1.2090  1.9192
H  0.5889  -2.1925  -0.7378
H  -0.6436  -0.3886  -1.7437
H  -0.7846  2.1681  -0.8465
H  -2.1652  1.3314  -1.6120
H  -2.3715  2.1251  -0.0263
C  2.0570  1.0007  -0.1646
O  2.4840  1.3771  -1.2275
H  2.5576  0.2111  0.4302
H  1.1466  1.4311  0.2961

For the calculated total energy, the calculation gives -9440.140 eV. For the gap between HOMO and LUMO, the calculation gives 0.356 Ha. The SMILES is C/C=C\OC.C=O. The HOMO energy comes out at -8.78 eV.

(2)
This record from the OMol25 dataset describes an isolated ion of composition C5H5ClNS and charge +1. The level of theory is the ωB97M-V functional and the def2-TZVPD basis.

Positions of all 13 atoms, in Å:
N  1.4062  -1.6507  -0.1558
C  0.7925  -0.9197  -1.2584
C  -0.1145  -0.0028  -1.0490
C  -0.9650  0.9245  -0.9237
C  -1.5537  1.7113  -0.0414
C  -1.1490  1.4336  1.3336
S  0.0404  0.3565  1.6922
Cl  -1.9328  2.3221  2.5464
H  1.1507  -1.1282  0.7191
H  2.4265  -1.7119  -0.2698
H  1.0299  -2.6075  -0.0930
H  1.1255  -1.2244  -2.2430
H  -2.2566  2.4973  -0.2572

Its net charge is +1. For the calculated total energy, the calculation gives -30103.054 eV. For the gap between HOMO and LUMO, the calculation gives 0.266 Ha. The SMILES is [NH3+]C=C=C=CC(=S)Cl. The HOMO energy comes out at -13.03 eV.

(3)
This record from the OMol25 dataset describes a 2-piece molecular cluster, C4H7NO2 overall. The level of theory is the ωB97M-V functional and the def2-TZVPD basis.

Positions of all 14 atoms, in Å:
O  0.7106  -2.2789  0.1717
C  0.3087  -1.1410  0.2021
C  -0.9993  -0.5816  -0.2644
N  -0.9727  0.6825  -0.4136
C  0.3610  1.2064  -0.0622
C  1.1185  0.0731  0.6343
O  2.4643  -0.0348  0.2687
H  -1.8720  -1.1830  -0.5109
H  0.2431  2.1101  0.5407
H  0.8769  1.4822  -0.9879
H  0.9989  0.1679  1.7278
H  2.6797  -0.9806  0.3044
H  -2.7348  0.4639  -2.2115
H  -3.1475  0.0254  -2.6496

For the calculated total energy, the calculation gives -9844.756 eV. For the gap between HOMO and LUMO, the calculation gives 0.357 Ha. The SMILES is O=C1C=NC[C@@H]1O.[H][H]. The HOMO energy comes out at -10.00 eV.

(4)
This record from the OMol25 dataset describes an isolated ion of composition C11H15N2 and charge +1. The level of theory is the ωB97M-V functional and the def2-TZVPD basis.

Positions of all 28 atoms, in Å:
C  2.3161  -1.5106  -2.2737
C  1.0186  -1.9062  -2.2903
C  2.5034  -0.2046  -1.6335
C  -0.0774  -1.2260  -1.7096
C  1.4840  0.4718  -1.0241
C  0.1559  -0.0265  -1.0247
C  0.1497  -0.3387  2.0082
C  -2.2773  -0.2206  1.2451
C  -0.8583  0.8840  -0.4588
C  -1.1508  0.3248  2.1141
C  -0.0630  1.0302  1.4567
N  0.6955  2.0953  1.8176
N  -2.1272  0.3279  -0.0968
H  3.0587  -2.2463  -2.5600
H  0.8884  -2.8581  -2.6824
H  3.4583  0.2588  -1.5609
H  -1.0839  -1.6934  -1.8492
H  1.7597  1.5355  -0.7255
H  0.6968  -0.4490  2.9662
H  0.2731  -1.1834  1.3189
H  -2.3816  -1.3697  1.2435
H  -3.1749  0.1021  1.6588
H  -0.7960  1.9075  -0.9759
H  -1.5471  0.7747  3.0531
H  1.6713  1.9234  1.9392
H  0.5854  3.0001  1.3277
H  -2.2708  -0.4329  -0.8366
H  -2.9066  1.0299  -0.4471

Its net charge is +1. For the calculated total energy, the calculation gives -14620.422 eV. For the gap between HOMO and LUMO, the calculation gives 0.310 Ha. The HOMO energy comes out at -11.72 eV.

(5)
This record from the OMol25 dataset describes a 4-piece molecular cluster, C4H17NO4 overall. The level of theory is the ωB97M-V functional and the def2-TZVPD basis.

Positions of all 26 atoms, in Å:
C  1.8622  1.2659  -0.8362
C  0.9185  0.0967  -0.4469
N  1.0701  -0.9185  -1.4914
C  -0.4945  0.6737  -0.3830
C  -1.5996  -0.2841  0.0194
O  -1.6513  -0.4637  1.4513
H  1.9399  1.9901  -0.0233
H  1.3683  1.8520  -1.6120
H  2.7961  0.8351  -1.1906
H  1.0768  -0.3023  0.5568
H  1.7177  -0.6458  -2.2140
H  1.3413  -1.8345  -1.1678
H  -0.4861  1.4944  0.3453
H  -0.7676  1.2185  -1.3104
H  -2.5880  0.0661  -0.2668
H  -1.4024  -1.2657  -0.4255
H  -1.0683  -1.1842  1.7113
O  0.4372  -2.5502  2.0042
H  1.3899  -2.5947  1.8697
H  0.3896  -2.4351  2.9626
O  0.1781  0.9884  2.9180
H  -0.5052  1.5705  3.2615
H  -0.4160  0.4888  2.3115
O  -0.9346  1.2973  -3.5899
H  -0.2204  1.9276  -3.4453
H  -0.4596  0.4561  -3.5657

For the calculated total energy, the calculation gives -14103.563 eV. For the gap between HOMO and LUMO, the calculation gives 0.358 Ha. The SMILES is C[C@H](N)CCO.O.O.O. The HOMO energy comes out at -9.31 eV.

(6)
This record from the OMol25 dataset describes C3H3NaO3Rb as an isolated structure. The level of theory is the ωB97M-V functional and the def2-TZVPD basis.

Positions of all 11 atoms, in Å:
H  -2.1575  -1.8825  1.9264
C  1.1405  0.2942  1.4828
C  0.3153  0.2549  0.3296
O  0.5289  1.1133  -0.6530
C  -0.1622  0.9489  -1.9326
O  -0.1053  -0.1827  -2.3932
O  0.9559  -0.4584  2.4616
H  1.9233  1.0746  1.5152
H  -0.3438  -0.5968  0.1363
Rb  -1.6200  1.4491  -6.0475
Na  -0.4751  -2.0145  3.1745

For the calculated total energy, the calculation gives -14368.442 eV. For the gap between HOMO and LUMO (alpha / beta), the calculation gives 0.129 / 0.129 Ha. The HOMO energy (alpha / beta) comes out at -5.40 / -5.40 eV. The spin multiplicity is 2.